DFT (ωB97M-V/def2-TZVPD) results for an isolated molecule of C54H72N4O10.

Summary:
**M**: 937.19 g/mol
**HOMO**: -8.51 eV
**Total energy**: -83606.93549 eV
**Frontier orbital gap**: 9.09 eV
**Maximum force**: 0.72 eV/Å
**LUMO energy**: 0.582 eV

Last column: natural (NBO) charge in e.
Element x y z (Å)
1 C -5.087 -1.303 2.967  -0.618
2 H -4.739 -0.886 2.025  0.220
3 C -3.978 -1.292 4.012  -0.397
4 H -3.139 -1.896 3.665  0.200
5 C -3.496 0.122 4.337  -0.388
6 C -2.681 0.776 3.221  -0.402
7 C -1.288 0.167 3.083  -0.417
8 H -0.753 0.255 4.031  0.192
9 H -1.351 -0.893 2.847  0.234
10 C -0.499 0.866 1.973  -0.218
11 N 0.735 0.187 1.641  -0.431
12 C 1.886 0.302 2.340  0.713
13 O 2.817 -0.462 2.132  -0.683
14 C 1.982 1.447 3.335  -0.490
15 H 1.318 1.229 4.174  0.233
16 C 3.404 1.662 3.856  -0.382
17 C 4.380 2.127 2.761  -0.394
18 C 5.454 1.078 2.481  -0.411
19 H 6.161 1.048 3.312  0.205
20 C 6.246 1.367 1.207  -0.229
21 N 5.438 1.360 -0.006  -0.462
22 C 4.831 0.230 -0.498  0.354
23 C 3.991 0.297 -1.576  -0.240
24 C 3.337 -0.867 -2.141  0.791
25 O 3.290 -1.985 -1.650  -0.686
26 O 2.766 -0.606 -3.336  -0.523
27 C 2.327 -1.730 -4.106  -0.108
28 C 0.887 -2.117 -3.885  0.014
29 C -0.104 -1.646 -4.736  -0.224
30 C -1.414 -2.062 -4.581  -0.221
31 C -1.749 -2.941 -3.566  -0.199
32 C -0.770 -3.394 -2.698  -0.203
33 C 0.542 -2.988 -2.860  -0.223
34 H 1.309 -3.354 -2.195  0.226
35 H -1.027 -4.071 -1.897  0.219
36 H -2.772 -3.265 -3.451  0.217
37 H -2.179 -1.702 -5.253  0.216
38 H 0.157 -0.965 -5.534  0.206
39 H 2.974 -2.582 -3.870  0.209
40 H 2.480 -1.425 -5.145  0.196
41 C 3.766 1.599 -2.311  -0.066
42 N 4.768 2.557 -1.893  -0.608
43 C 5.416 2.570 -0.711  0.798
44 O 6.011 3.552 -0.320  -0.637
45 H 4.745 3.454 -2.357  0.413
46 C 2.378 2.167 -2.091  -0.064
47 C 1.965 2.543 -0.819  -0.139
48 C 0.731 3.131 -0.623  -0.266
49 C -0.136 3.348 -1.689  0.106
50 C 0.279 2.962 -2.957  -0.249
51 C 1.520 2.385 -3.160  -0.200
52 H 1.825 2.095 -4.155  0.214
53 H -0.372 3.127 -3.804  0.210
54 C -1.472 4.015 -1.498  -0.258
55 C -1.288 5.499 -1.149  -0.391
56 C -2.641 6.191 -1.020  -0.395
57 C -3.501 5.504 0.038  -0.396
58 C -3.678 4.026 -0.300  -0.398
59 C -2.321 3.340 -0.417  -0.401
60 H -1.814 3.404 0.546  0.194
61 H -2.458 2.282 -0.649  0.230
62 H -4.267 3.529 0.472  0.217
63 H -4.220 3.932 -1.245  0.185
64 H -4.475 5.993 0.100  0.206
65 H -3.017 5.596 1.013  0.192
66 H -2.494 7.241 -0.756  0.208
67 H -3.158 6.159 -1.982  0.192
68 H -0.743 5.584 -0.206  0.196
69 H -0.691 5.986 -1.924  0.209
70 H -2.020 3.960 -2.446  0.195
71 H 0.444 3.432 0.372  0.211
72 H 2.623 2.377 0.023  0.198
73 H 3.898 1.426 -3.389  0.219
74 C 5.139 -1.070 0.160  -0.688
75 H 4.354 -1.296 0.881  0.284
76 H 6.096 -1.053 0.669  0.217
77 H 5.141 -1.867 -0.577  0.256
78 H 7.077 0.661 1.106  0.196
79 H 6.669 2.374 1.263  0.257
80 H 4.963 0.111 2.413  0.235
81 H 4.853 3.069 3.043  0.208
82 H 3.824 2.311 1.840  0.184
83 H 3.361 2.401 4.658  0.206
84 H 3.761 0.726 4.287  0.213
85 H 1.635 2.367 2.859  0.213
86 C 0.749 -0.885 0.636  -0.205
87 C -0.477 -0.875 -0.238  0.029
88 C -0.485 -0.073 -1.374  -0.174
89 C -1.623 0.047 -2.145  -0.283
90 C -2.768 -0.667 -1.819  0.428
91 C -2.750 -1.532 -0.720  -0.230
92 C -1.606 -1.620 0.065  -0.170
93 H -1.614 -2.269 0.926  0.251
94 C -3.952 -2.337 -0.386  0.802
95 O -5.095 -2.017 -0.607  -0.610
96 O -3.602 -3.486 0.203  -0.507
97 C -4.636 -4.372 0.601  -0.269
98 H -4.589 -5.268 -0.020  0.190
99 H -5.609 -3.891 0.481  0.214
100 H -4.466 -4.637 1.644  0.194
101 O -3.884 -0.584 -2.622  -0.524
102 C -4.684 0.559 -2.406  -0.147
103 C -5.171 0.631 -0.958  0.805
104 O -4.437 0.748 -0.009  -0.626
105 O -6.492 0.610 -0.900  -0.496
106 C -7.082 0.593 0.395  -0.267
107 H -8.112 0.918 0.271  0.195
108 H -6.540 1.261 1.067  0.200
109 H -7.046 -0.423 0.790  0.202
110 H -4.119 1.478 -2.625  0.186
111 H -5.537 0.464 -3.078  0.217
112 H -1.627 0.687 -3.013  0.224
113 H 0.402 0.476 -1.647  0.230
114 H 1.632 -0.701 0.011  0.229
115 C 0.917 -2.255 1.323  0.783
116 O 0.286 -2.559 2.318  -0.678
117 N 1.747 -3.081 0.677  -0.652
118 H 2.304 -2.740 -0.097  0.430
119 C 2.032 -4.415 1.159  -0.231
120 C 3.530 -4.643 1.356  -0.406
121 C 4.297 -4.825 0.044  -0.396
122 C 4.038 -6.180 -0.608  -0.609
123 H 4.636 -6.284 -1.511  0.209
124 H 4.302 -6.988 0.071  0.200
125 H 2.993 -6.292 -0.883  0.198
126 H 5.366 -4.737 0.252  0.199
127 H 4.029 -4.032 -0.653  0.208
128 H 3.670 -5.530 1.977  0.202
129 H 3.933 -3.786 1.898  0.213
130 H 1.624 -5.148 0.455  0.182
131 H 1.505 -4.517 2.111  0.235
132 H -1.115 0.910 1.073  0.228
133 H -0.275 1.893 2.270  0.198
134 H -3.209 0.693 2.270  0.217
135 H -2.577 1.842 3.444  0.192
136 H -4.368 0.745 4.552  0.194
137 H -2.885 0.090 5.243  0.197
138 H -4.354 -1.750 4.930  0.198
139 H -5.935 -0.714 3.311  0.195
140 H -5.430 -2.320 2.787  0.202

DFT (ωB97M-V/def2-TZVPD) results for a structure of composition C43H52Cl4F6KN7S2SbSi2.

Summary:
**M**: 1203.90 g/mol
**Multiplicity**: 2
**HOMO (spin up / spin down)**: 0.20 / 0.20 eV
**Total energy**: -182551.98198 eV
**Total charge**: -2
**Frontier orbital gap (spin up / spin down)**: 2.97 / 2.97 eV
**Maximum force**: 5.06 eV/Å
**LUMO energy (spin up / spin down)**: 3.173 / 3.171 eV

Last column: Mulliken spin population.
Element x y z (Å)
1 K 16.276 13.324 11.093  0.000
2 C 8.148 11.755 11.193  0.000
3 C 8.796 12.088 12.531  0.000
4 C 8.545 10.909 13.504  0.000
5 C 8.094 13.276 13.191  0.000
6 C 10.285 12.377 12.361  0.000
7 C 10.827 13.320 11.542  0.000
8 C 12.231 13.463 11.420  0.000
9 N 13.093 12.812 12.170  0.000
10 C 12.642 11.948 13.076  0.000
11 C 11.259 11.649 13.134  0.000
12 C 13.610 11.146 13.842  0.000
13 C 13.214 10.341 14.896  0.000
14 C 14.110 9.472 15.559  0.000
15 C 15.436 9.582 15.182  0.000
16 C 15.750 10.483 14.183  -0.001
17 N 14.940 11.305 13.545  0.001
18 C 13.607 8.619 16.724  0.000
19 C 14.120 9.172 18.137  0.000
20 C 12.078 8.574 16.766  0.000
21 C 14.164 7.180 16.538  0.000
22 H 7.061 11.669 11.273  0.000
23 H 8.476 10.806 10.754  0.000
24 H 8.329 12.521 10.418  0.000
25 H 7.477 10.755 13.591  0.000
26 H 8.871 11.076 14.538  0.000
27 H 9.019 10.015 13.110  0.000
28 H 7.029 13.184 13.350  0.000
29 H 8.323 14.304 12.790  0.000
30 H 8.489 13.300 14.218  0.000
31 H 10.154 13.881 10.859  0.000
32 H 12.685 14.188 10.599  0.000
33 H 11.055 10.695 13.659  0.000
34 H 12.147 10.241 15.126  0.000
35 H 16.206 8.924 15.607  0.002
36 H 16.798 10.498 13.913  -0.001
37 H 13.554 10.026 18.486  0.000
38 H 15.183 9.510 18.052  0.000
39 H 14.024 8.423 18.965  0.000
40 H 11.684 9.561 17.027  0.000
41 H 11.736 7.881 17.525  0.000
42 H 11.683 8.265 15.790  0.000
43 H 15.246 7.163 16.603  0.000
44 H 13.892 6.819 15.495  0.000
45 H 13.772 6.446 17.257  0.000
46 N 19.465 16.104 10.057  0.000
47 C 18.733 16.776 10.947  0.000
48 N 17.881 16.201 11.760  0.000
49 C 17.396 17.017 12.702  0.000
50 C 17.829 18.332 12.636  0.000
51 S 18.839 18.522 11.332  0.000
52 C 16.479 16.512 13.689  0.000
53 C 16.068 17.330 14.681  0.000
54 S 15.092 16.615 15.825  0.000
55 C 15.302 15.101 14.859  0.000
56 N 16.027 15.212 13.769  0.000
57 N 14.781 13.931 15.258  0.000
58 H 19.319 15.083 10.001  0.000
59 H 20.016 16.607 9.380  0.000
60 H 17.512 19.129 13.329  0.000
61 H 16.290 18.431 14.805  0.000
62 H 14.116 13.897 15.989  0.000
63 H 14.857 13.158 14.599  0.000
64 C 22.890 9.945 10.514  0.021
65 Si 21.718 9.949 11.962  0.016
66 C 19.864 9.984 11.713  0.031
67 C 22.210 9.292 13.675  0.289
68 C 22.605 7.970 14.065  -0.083
69 C 22.636 7.614 15.431  0.170
70 C 22.191 8.595 16.353  0.064
71 C 21.761 9.875 15.977  -0.067
72 C 21.941 10.293 14.686  0.288
73 Si 22.146 12.119 14.306  0.092
74 C 21.061 13.251 15.314  0.036
75 C 23.758 13.011 13.902  0.051
76 H 22.972 10.951 10.055  0.001
77 H 22.375 9.373 9.712  0.001
78 H 23.878 9.552 10.706  0.000
79 H 19.583 9.856 10.663  -0.005
80 H 19.568 10.988 12.065  -0.002
81 H 19.223 9.274 12.247  0.010
82 H 22.869 7.283 13.270  0.000
83 H 22.923 6.596 15.730  0.026
84 H 22.253 8.327 17.425  0.014
85 H 21.325 10.565 16.684  0.006
86 H 20.010 12.853 15.220  -0.001
87 H 21.031 14.305 15.059  -0.001
88 H 21.310 13.126 16.358  0.006
89 H 24.595 12.662 14.512  0.002
90 H 23.605 14.089 14.065  -0.001
91 H 24.007 12.997 12.786  0.004
92 F 21.608 11.672 12.637  0.030
93 Sb 18.448 11.822 8.385  0.000
94 F 18.532 13.366 10.012  0.000
95 F 15.819 15.083 8.512  0.000
96 F 17.951 10.408 7.213  0.000
97 F 17.796 10.842 9.893  0.000
98 F 20.428 11.593 8.951  0.000
99 Cl 12.129 5.036 11.888  0.000
100 C 12.806 6.312 11.048  0.000
101 C 14.211 6.468 11.103  0.000
102 C 14.834 7.497 10.450  0.000
103 C 14.090 8.424 9.607  0.000
104 C 14.768 9.331 8.814  0.000
105 C 12.674 8.337 9.689  0.000
106 C 12.093 7.325 10.364  0.000
107 H 14.823 5.826 11.746  0.000
108 H 15.939 7.666 10.489  0.000
109 H 14.333 10.156 8.209  0.000
110 H 15.855 9.405 8.922  0.000
111 H 12.077 8.945 8.966  0.000
112 H 11.016 7.209 10.352  0.000
113 Cl 12.116 16.463 8.055  0.000
114 C 13.861 16.220 7.909  0.000
115 Cl 14.220 16.113 6.147  0.000
116 Cl 14.587 17.844 8.522  0.000
117 C 14.494 15.042 8.709  0.000
118 N 13.893 14.353 9.563  0.000

DFT (ωB97M-V/def2-TZVPD) results for a structure of composition C3H2FOTl.

Summary:
**M**: 277.43 g/mol
**HOMO**: -20.78 eV
**Total energy**: -12577.44026 eV
**Total charge**: +2
**Frontier orbital gap**: 6.77 eV
**Maximum force**: 12.30 eV/Å
**LUMO energy**: -14.003 eV

Last column: Mulliken charge in e.
Element x y z (Å)
1 C 0.726 -0.932 -1.219  -0.097
2 O 0.785 0.255 1.289  -0.197
3 C -0.096 0.603 0.505  0.735
4 C -0.209 -0.068 -0.821  -0.133
5 F 0.610 -1.612 -2.360  -0.081
6 H 1.675 -1.124 -0.713  0.351
7 H -0.986 0.257 -1.519  0.354
8 Tl -1.312 2.247 0.977  1.067